Entry 1:
The following is a DFT calculation (ωB97M-V/def2-TZVPD) of an isolated ion of composition C7H14N and charge +1 in a non-equilibrium geometry.

The calculation puts the HOMO energy at -0.567 Eh. Its charge is +1. Its LUMO energy is -0.16015 hartree. The value obtained for the gap between HOMO and LUMO is 11.066 eV. For the energy relative to the best compared isomer or geometry (same formula, charge and spin), the calculation gives 57.3 kcal per mole.

Cartesian coordinates (Å):
C  -1.85  -1.64  1.57
N  -1.32  -0.55  1.27
C  -0.53  0.37  0.79
C  -1.15  1.64  1.13
C  0.88  0.56  -0.04
C  1.99  -0.34  0.52
C  0.57  0.46  -1.53
C  0.25  -0.86  -2.08
H  -1.66  -2.02  2.57
H  -2.61  -1.99  0.90
H  -0.31  2.18  1.70
H  -2.19  1.41  1.64
H  -1.30  2.12  0.24
H  0.91  1.64  0.19
H  1.86  -1.38  0.22
H  2.27  -0.21  1.53
H  2.77  0.00  -0.14
H  1.29  0.94  -2.12
H  -0.31  1.09  -1.62
H  1.12  -1.55  -1.94
H  0.02  -0.79  -3.09
H  -0.71  -1.08  -1.70

---

Entry 2:
The following is a DFT calculation (ωB97M-V/def2-TZVPD) of a 11-piece molecular cluster, C21H43BrCl20N2O3 overall in a non-equilibrium geometry.

The calculation puts the HOMO energy at -0.358 Eh. Its LUMO energy is 0.00530 hartree. The value obtained for the gap between HOMO and LUMO is 9.897 eV.

Cartesian coordinates (Å):
C  0.58  -0.78  2.02
C  -0.20  -0.09  0.91
C  -1.04  1.14  1.28
Br  -0.21  2.13  2.74
N  -1.19  1.94  0.06
C  -1.80  3.30  0.24
C  -0.94  4.34  -0.47
C  0.53  4.41  -0.03
C  1.45  3.39  -0.71
C  2.55  2.84  0.22
C  3.81  2.39  -0.52
O  3.88  0.98  -0.64
C  3.36  0.44  -1.84
C  -2.00  1.22  -0.86
O  -1.77  1.18  -2.04
O  -3.09  0.56  -0.33
N  -4.34  1.09  -0.78
H  -0.01  -0.93  2.91
H  1.49  -0.25  2.25
H  0.89  -1.74  1.63
H  -0.80  -0.83  0.36
H  0.53  0.29  0.19
H  -2.00  0.81  1.67
H  -1.99  3.51  1.28
H  -2.76  3.33  -0.27
H  -0.96  4.08  -1.53
H  -1.40  5.31  -0.37
H  0.89  5.40  -0.32
H  0.61  4.39  1.05
H  1.97  3.88  -1.53
H  0.90  2.56  -1.14
H  2.20  1.95  0.74
H  2.78  3.62  0.94
H  4.68  2.68  0.07
H  3.87  2.88  -1.49
H  2.45  -0.14  -1.65
H  4.09  -0.26  -2.25
H  3.13  1.20  -2.57
H  -4.22  1.50  -1.70
H  -4.61  1.81  -0.11
Cl  4.96  -1.69  4.87
C  4.65  -1.59  3.13
Cl  3.28  -2.61  2.65
H  4.42  -0.56  2.88
H  5.53  -1.92  2.60
Cl  -5.32  1.30  -3.93
C  -5.14  -0.39  -4.43
Cl  -5.19  -0.56  -6.19
H  -4.19  -0.76  -4.07
H  -5.96  -0.96  -4.00
Cl  -1.83  -3.47  -0.13
C  -2.35  -2.52  -1.54
Cl  -3.33  -3.49  -2.65
H  -2.94  -1.69  -1.19
H  -1.47  -2.18  -2.06
Cl  7.58  2.78  1.34
C  6.85  1.19  1.09
Cl  7.33  0.03  2.34
H  5.78  1.29  1.11
H  7.18  0.81  0.13
Cl  1.70  -6.04  -1.06
C  0.01  -6.46  -0.78
Cl  -0.33  -8.14  -1.24
H  -0.22  -6.34  0.27
H  -0.62  -5.81  -1.38
Cl  -1.75  -11.22  -2.68
C  -3.10  -10.66  -1.68
Cl  -3.84  -11.98  -0.76
H  -2.73  -9.92  -0.99
H  -3.85  -10.23  -2.33
Cl  5.64  -5.62  3.41
C  3.95  -6.01  3.72
Cl  3.51  -7.61  3.10
H  3.78  -6.00  4.79
H  3.33  -5.27  3.23
Cl  -8.37  -1.59  -3.62
C  -8.88  -0.80  -5.12
Cl  -9.91  -1.84  -6.09
H  -9.44  0.10  -4.85
H  -8.00  -0.54  -5.69
Cl  -3.57  6.24  1.79
C  -1.95  6.71  2.32
Cl  -1.18  5.47  3.31
H  -1.34  6.88  1.44
H  -2.03  7.63  2.90
Cl  4.63  5.01  2.95
C  3.68  6.22  3.82
Cl  1.97  6.08  3.38
H  3.77  6.03  4.89
H  4.04  7.21  3.57

---

Entry 3:
The following is a DFT calculation (ωB97M-V/def2-TZVPD) of a 2-piece molecular cluster, C3H8NOS overall in a non-equilibrium geometry.

The calculation puts the HOMO energy at -0.103 Eh. Its charge is -1. Its LUMO energy is 0.15098 hartree. The value obtained for the gap between HOMO and LUMO is 6.915 eV. For the energy relative to the best compared isomer or geometry (same formula, charge and spin), the calculation gives 28.2 kcal per mole.

Cartesian coordinates (Å):
C  -1.65  -2.38  -0.99
S  -0.40  -1.25  -0.36
H  -2.15  -2.95  -0.17
H  -2.46  -1.90  -1.57
H  -1.22  -3.17  -1.68
O  2.82  0.60  1.72
C  1.66  0.65  1.29
C  1.17  1.59  0.22
N  -0.30  1.69  0.38
H  0.81  0.06  1.72
H  1.66  2.60  0.33
H  1.48  1.22  -0.82
H  -0.69  2.45  -0.17
H  -0.74  0.78  0.10